ORCA calculation (the ωB97M-V functional and the def2-TZVPD basis) on a single C6H7PS molecule.

Results
LUMO level: 0.23 eV
ΔE to the lowest compared entry with this formula, charge and spin: 82.2 kJ/mol
Kohn-Sham gap: 9.00 eV
Highest occupied orbital energy: -8.77 eV
SMILES: S=[PH2]c1ccccc1

XYZ file:
```
15
Properties=species:S:1:pos:R:3:forces:R:3
S -3.8633 0.5471 -0.9657 0.5535 -0.2616 0.1899
P -2.1092 1.2197 -0.4705 0.3218 1.7535 -4.2616
C -0.6905 0.2526 -0.0934 0.1844 -0.3139 0.2057
C 0.3176 0.7267 0.7680 0.4364 -2.7526 -1.5534
C 1.4279 -0.1218 0.8850 -0.2894 -1.4133 0.3069
C 1.4111 -1.4359 0.3253 0.1131 1.2562 0.4531
C 0.4007 -1.8665 -0.4428 -2.3166 -0.1023 -1.7741
C -0.6054 -0.9575 -0.7320 -0.1295 -0.8448 0.1885
H -1.3497 2.1451 -1.7038 -1.5123 -1.5065 2.2063
H -2.1803 2.1740 0.4588 0.1821 1.1703 1.4184
H 0.1127 1.6536 1.1942 0.4900 1.4399 1.0831
H 2.2903 -0.0468 1.5274 -0.0228 1.1124 0.2193
H 2.1573 -2.1569 0.4569 1.5633 -0.4134 0.7924
H 0.1705 -2.8379 -0.9249 1.2397 0.3603 0.6837
H -1.3303 -1.3531 -1.4145 -0.8136 0.5159 -0.1581
```
Positions in Å, forces in eV/Å.